(1)
Entry from the OMol25 dataset: 12 unconnected molecules or ions with the total composition C29H82O19 (ωB97M-V with the def2-TZVPD basis set).

XYZ file:
```
130
Properties=species:S:1:pos:R:3:mulliken_charge:R:1
C 24.050 15.470 10.773 -0.487
C 25.196 15.301 11.772 0.519
C 26.545 15.133 10.991 -0.608
O 25.401 16.493 12.484 -0.609
H 23.233 15.788 11.422 0.386
H 23.617 14.646 10.205 -0.346
H 24.249 16.179 9.968 0.397
H 25.002 14.521 12.508 -0.140
H 27.303 14.665 11.619 0.169
H 26.796 16.158 10.716 0.495
H 26.421 14.536 10.087 -0.193
H 25.537 17.186 11.833 0.395
C 23.244 9.748 8.925 -0.944
C 23.377 10.749 7.796 0.966
C 22.633 12.046 8.310 -0.073
O 24.754 11.023 7.659 0.485
H 23.622 10.114 9.880 -0.514
H 23.798 8.875 8.576 0.091
H 22.222 9.468 9.180 0.481
H 22.858 10.411 6.899 -0.136
H 22.700 12.856 7.582 -0.642
H 23.147 12.334 9.227 -0.129
H 21.565 11.908 8.479 0.597
H 24.870 11.692 6.973 0.072
C 20.599 14.661 8.741 -0.496
C 20.433 16.157 8.589 0.697
C 19.873 16.767 9.903 -1.415
O 21.702 16.737 8.389 -0.506
H 20.672 14.156 7.778 0.216
H 19.734 14.263 9.275 0.355
H 21.434 14.432 9.403 -0.233
H 19.808 16.295 7.704 0.256
H 20.258 16.133 10.703 0.254
H 18.789 16.652 9.942 0.379
H 20.068 17.813 10.139 0.356
H 22.081 16.279 7.633 0.132
C 25.763 6.826 6.634 -1.159
C 26.543 7.814 5.628 1.666
C 27.979 7.993 6.016 -1.209
O 26.694 7.085 4.407 -0.582
H 24.882 6.353 6.203 0.365
H 25.444 7.442 7.476 0.107
H 26.478 6.131 7.074 0.358
H 25.911 8.664 5.372 -0.681
H 28.607 7.102 6.009 0.370
H 27.967 8.199 7.090 0.184
H 28.528 8.790 5.516 0.334
H 26.659 7.762 3.728 0.310
C 21.737 15.865 4.051 -1.162
C 23.089 16.181 4.652 0.598
C 23.207 17.699 4.932 -1.478
O 23.042 15.559 5.945 0.179
H 20.992 16.390 4.649 0.292
H 21.425 14.829 4.193 0.064
H 21.676 16.042 2.977 0.369
H 23.925 15.887 4.017 0.381
H 23.947 18.008 5.669 0.342
H 22.186 17.967 5.202 0.291
H 23.496 18.153 3.984 0.431
H 23.616 14.792 6.019 -0.281
O 20.957 4.509 9.748 -0.540
C 20.506 5.530 10.709 -0.514
C 21.388 6.709 10.731 -0.073
O 22.576 6.139 11.334 -0.545
H 20.309 3.803 9.701 0.295
H 19.459 5.716 10.458 0.382
H 20.436 5.088 11.704 0.284
H 20.905 7.484 11.325 0.274
H 21.558 6.927 9.676 0.145
H 23.039 5.652 10.648 0.320
O 21.416 13.497 12.904 -0.450
C 20.279 12.660 12.728 -0.709
C 20.239 11.944 11.349 0.080
O 20.924 10.683 11.442 -0.393
H 21.962 12.985 13.508 0.199
H 20.115 11.915 13.507 0.314
H 19.355 13.241 12.714 0.423
H 20.683 12.586 10.588 -0.145
H 19.211 11.766 11.031 0.448
H 21.798 10.981 11.714 0.019
O 25.139 12.889 5.683 0.179
C 26.053 13.976 5.424 -0.682
C 26.257 14.778 6.757 -0.011
O 27.120 14.130 7.641 -0.597
H 25.053 12.300 4.927 -0.078
H 26.988 13.601 5.006 0.342
H 25.579 14.509 4.598 0.197
H 25.331 14.876 7.327 -0.002
H 26.664 15.765 6.539 0.454
H 26.775 13.275 7.914 0.212
O 17.736 9.098 4.805 -0.540
C 19.143 9.063 5.106 -0.444
C 19.378 10.202 6.090 -0.054
O 19.328 11.487 5.538 -0.489
H 17.462 8.588 4.040 0.299
H 19.422 8.133 5.604 0.318
H 19.742 9.059 4.194 0.256
H 20.326 10.005 6.591 -0.108
H 18.572 10.195 6.826 0.540
H 18.408 11.754 5.487 0.311
O 27.105 10.237 8.985 -0.689
C 26.773 10.331 10.334 0.963
C 27.573 11.433 11.021 -0.234
O 27.107 11.661 12.342 -0.462
H 26.281 10.066 8.521 0.129
H 25.708 10.550 10.243 -0.760
H 26.841 9.339 10.785 0.287
H 27.362 12.375 10.511 -0.192
H 28.660 11.367 10.964 0.513
H 27.838 12.027 12.844 0.298
O 23.803 11.543 12.294 0.136
C 23.732 10.608 13.352 -0.470
C 24.280 11.248 14.669 -0.489
O 23.243 11.725 15.459 -0.533
H 24.736 11.693 12.124 -0.325
H 22.681 10.326 13.289 0.418
H 24.197 9.659 13.079 0.492
H 24.937 12.097 14.473 0.157
H 24.918 10.547 15.211 0.454
H 23.417 11.643 16.399 0.302
O 24.545 10.599 4.191 -0.590
C 23.794 11.426 3.328 -1.011
C 22.270 11.487 3.726 -0.317
O 22.043 12.004 5.055 -0.096
H 24.258 9.703 3.996 0.296
H 24.237 12.416 3.445 0.212
H 23.986 11.132 2.296 0.549
H 21.789 10.548 3.446 0.216
H 21.790 12.186 3.039 0.437
H 21.134 12.269 5.230 0.079
```

Its total charge is 0. The HOMO energy is -0.343 Eh. The relative energy (zero: lowest compared OMol25 entry of this formula, charge and spin) comes out at 500.3 kJ/mol. The LUMO energy comes out at 0.12 eV. Its structure (SMILES) is CC(C)O.CC(C)O.CC(C)O.CC(C)O.CC(C)O.OCCO.OCCO.OCCO.OCCO.OCCO.OCCO.OCCO. The value obtained for the strongest force on any atom is 3.36 eV Å⁻¹.


(2)
Entry from the OMol25 dataset: a molecular structure, C53H53BrN5OP2SW (ωB97M-V with the def2-TZVPD basis set).

XYZ file:
```
117
Properties=species:S:1:pos:R:3:mulliken_charge:R:1
W -0.430 -0.664 -0.369 -0.408
C 0.342 -3.764 -0.518 -1.144
C -0.519 -2.944 0.421 0.847
C -1.869 -2.616 0.059 -0.092
C -2.873 -2.505 1.060 0.601
C -4.312 -2.420 0.674 -1.419
C -2.511 -2.581 2.394 -0.693
C -1.180 -2.788 2.783 0.191
C -0.813 -2.903 4.224 -1.908
C -0.216 -2.971 1.803 -0.681
H 0.373 -4.794 -0.161 0.484
H 1.372 -3.407 -0.575 0.336
H -0.096 -3.780 -1.515 0.068
H -2.220 -2.910 -0.936 0.749
H -4.748 -3.419 0.718 0.443
H -4.441 -2.047 -0.338 0.042
H -4.880 -1.796 1.358 0.454
H -3.279 -2.544 3.152 0.621
H -0.776 -3.954 4.512 0.413
H -1.549 -2.416 4.859 0.394
H 0.169 -2.472 4.410 0.273
H 0.773 -3.285 2.106 0.988
C -0.952 -0.656 -3.808 -1.651
C 0.436 -0.034 -3.636 -0.867
P 1.287 -0.987 -2.277 1.400
C 2.685 0.001 -1.631 -0.140
C 3.598 -0.703 -0.843 -0.778
C 4.645 -0.057 -0.216 -0.859
C 4.804 1.310 -0.387 -0.874
C 3.929 2.010 -1.201 -0.964
C 2.869 1.364 -1.818 -0.472
C 2.219 -2.183 -3.321 1.600
C 3.397 -1.709 -3.904 -0.632
C 4.135 -2.518 -4.746 -0.902
C 3.714 -3.810 -5.018 -0.690
C 2.530 -4.274 -4.471 -0.935
C 1.778 -3.464 -3.635 -0.522
P -2.027 -0.377 -2.328 2.440
C -3.534 -1.313 -2.774 0.913
C -3.455 -2.559 -3.396 -0.597
C -4.607 -3.224 -3.779 -0.968
C -5.852 -2.678 -3.509 -0.724
C -5.941 -1.456 -2.861 -0.687
C -4.793 -0.776 -2.491 -0.757
C -2.630 1.341 -2.419 0.436
C -3.215 1.858 -1.260 -0.048
C -3.809 3.108 -1.271 -1.053
C -3.855 3.838 -2.449 -1.057
C -3.292 3.323 -3.607 -0.821
C -2.668 2.087 -3.594 -0.912
H -0.842 -1.742 -3.920 0.292
H -1.462 -0.294 -4.706 0.929
H 0.348 1.027 -3.387 0.067
H 1.015 -0.134 -4.560 0.959
H 3.498 -1.781 -0.769 1.220
H 5.346 -0.613 0.390 0.550
H 5.622 1.822 0.096 0.500
H 4.084 3.064 -1.369 0.582
H 2.207 1.925 -2.458 0.540
H 3.740 -0.704 -3.704 0.525
H 5.040 -2.138 -5.192 0.470
H 4.296 -4.445 -5.666 0.445
H 2.185 -5.272 -4.694 0.478
H 0.845 -3.845 -3.248 0.159
H -2.496 -3.019 -3.592 0.368
H -4.536 -4.176 -4.283 0.476
H -6.749 -3.204 -3.798 0.448
H -6.906 -1.027 -2.642 0.483
H -4.882 0.176 -1.990 0.466
H -3.230 1.252 -0.357 0.634
H -4.261 3.503 -0.373 0.534
H -4.351 4.796 -2.469 0.457
H -3.359 3.878 -4.530 0.486
H -2.229 1.710 -4.505 0.409
Br 4.301 3.547 6.317 -0.080
C 2.934 4.337 5.275 -0.037
C 1.927 5.084 5.885 -0.473
C 0.910 5.604 5.117 -0.323
C 0.861 5.340 3.738 0.115
C 1.912 4.628 3.126 -0.116
C 2.945 4.147 3.890 -0.670
N -0.206 5.841 3.045 -0.683
N -0.577 5.497 1.945 -0.067
C -0.537 4.435 1.153 0.431
C -0.201 4.580 -0.209 -1.150
C 0.003 3.484 -1.009 -0.492
C -0.218 2.193 -0.498 1.038
O 0.084 1.071 -1.088 -0.327
C -0.837 2.046 0.771 -0.546
N -1.227 0.771 1.083 0.691
C -1.737 0.593 2.303 -0.190
C -1.903 1.618 3.224 -1.435
C -1.548 2.915 2.896 -1.143
C -0.980 3.148 1.641 1.166
H 1.953 5.255 6.950 0.466
H 0.121 6.184 5.568 0.509
H 1.930 4.502 2.052 0.473
H 3.773 3.634 3.424 0.709
H -0.016 5.571 -0.591 0.622
H 0.352 3.606 -2.023 0.616
H -2.040 -0.415 2.558 -0.004
H -2.320 1.394 4.191 0.557
H -1.714 3.723 3.590 0.721
C 2.336 0.334 4.406 -1.127
N 2.809 -0.835 3.707 -0.107
C 2.496 -1.175 2.466 0.175
S 1.421 -0.177 1.574 0.424
N 2.993 -2.295 1.940 0.049
C 3.905 -3.202 2.609 -1.332
H 2.389 0.154 5.478 0.409
H 1.309 0.553 4.117 0.213
H 2.956 1.200 4.170 0.546
H 3.528 -1.364 4.183 0.309
H 2.859 -2.415 0.949 -0.052
H 4.886 -2.753 2.772 0.390
H 4.033 -4.083 1.989 0.380
H 3.496 -3.516 3.568 0.428
```

Its total charge is +3. The HOMO energy (spin up / spin down) is -0.522 / -0.517 Eh. The LUMO energy (spin up / spin down) comes out at -9.70 / -9.77 eV. The value obtained for the strongest force on any atom is 2.11 eV Å⁻¹.


(3)
Entry from the OMol25 dataset: 2 unconnected molecules or ions with the total composition C3H7NO3S (ωB97M-V with the def2-TZVPD basis set).

XYZ file:
```
15
Properties=species:S:1:pos:R:3:mulliken_charge:R:1
C -0.125 1.410 0.324 -0.282
C 1.214 1.103 1.051 -0.733
S 2.636 2.174 0.896 -0.766
N -0.271 0.912 -1.064 -0.377
C -1.008 -0.382 -1.078 0.583
O -1.874 -0.735 -0.238 -0.791
O -0.502 -1.129 -1.962 -0.809
H -0.871 0.930 0.994 0.174
H -0.146 2.502 0.325 0.269
H 1.614 0.092 0.713 0.177
H 1.052 0.930 2.130 0.255
H 0.657 0.747 -1.421 0.266
H -0.199 -2.922 -0.649 0.318
H -1.347 -2.387 -0.045 0.464
O -0.830 -3.244 0.023 -0.747
```

Its total charge is -2. The HOMO energy is 0.014 Eh. The relative energy (zero: lowest compared OMol25 entry of this formula, charge and spin) comes out at 74.8 kJ/mol. The LUMO energy comes out at 6.11 eV. The value obtained for the strongest force on any atom is 2.96 eV Å⁻¹.


(4)
Entry from the OMol25 dataset: a molecular structure, C23H26LuN3O (ωB97M-V with the def2-TZVPD basis set).

XYZ file:
```
54
Properties=species:S:1:pos:R:3:mulliken_charge:R:1
Lu -1.125 0.658 -0.373 1.301
C -2.643 1.763 1.272 -0.561
C -3.198 0.496 0.969 -0.587
C -3.600 0.513 -0.392 -0.682
C -3.306 1.793 -0.918 -0.661
C -2.703 2.560 0.103 -0.703
H -2.408 2.122 2.262 0.591
H -3.454 -0.265 1.691 0.552
H -4.183 -0.250 -0.883 0.504
H -3.564 2.148 -1.903 0.453
H -2.482 3.615 0.051 0.489
C -0.105 -3.149 0.489 -1.447
C 0.317 -1.726 0.261 0.762
N -0.166 -1.089 -0.849 -0.617
N 0.837 -0.251 -1.389 -0.306
C 0.541 0.813 -2.079 0.496
O -0.661 1.360 -2.104 -0.848
C 1.644 1.477 -2.811 0.467
C 2.849 0.815 -3.039 -0.253
C 3.867 1.454 -3.725 -0.662
C 3.693 2.752 -4.187 -0.379
C 2.494 3.412 -3.963 -0.606
C 1.470 2.776 -3.280 -0.485
C 1.277 -1.111 1.062 0.111
C 1.171 0.388 1.426 2.432
C 2.547 0.949 1.580 -1.519
C 3.552 0.136 1.943 -0.421
C 3.338 -1.287 2.047 -0.732
N 2.265 -1.864 1.600 -0.529
H -0.736 -3.487 -0.331 0.407
H -0.648 -3.258 1.430 0.231
H 0.786 -3.772 0.549 0.365
H 2.969 -0.194 -2.669 0.425
H 4.803 0.940 -3.904 0.395
H 4.492 3.247 -4.724 0.382
H 2.359 4.425 -4.320 0.393
H 0.524 3.273 -3.107 0.412
H 0.625 1.009 0.658 -0.273
H 2.713 1.998 1.366 0.467
H 4.551 0.525 2.095 0.457
H 4.127 -1.934 2.417 0.439
C -0.204 -0.797 4.785 -1.686
C 0.828 0.052 4.045 0.871
C 1.284 1.234 4.900 -1.658
C 0.265 0.538 2.695 -0.770
H 0.189 -1.115 5.753 0.458
H -0.439 -1.694 4.208 0.320
H -1.130 -0.241 4.957 0.321
H 1.690 -0.581 3.873 0.041
H 0.433 1.861 5.182 0.373
H 1.999 1.848 4.351 0.360
H 1.768 0.886 5.814 0.445
H -0.013 1.594 2.804 0.518
H -0.655 -0.017 2.475 0.142
```

Its total charge is 0. The HOMO energy is -0.252 Eh. The relative energy (zero: lowest compared OMol25 entry of this formula, charge and spin) comes out at 340.0 kJ/mol. The LUMO energy comes out at 0.09 eV. The value obtained for the strongest force on any atom is 3.41 eV Å⁻¹.


> Among the records above, which one has the lowest total charge?

C3H7NO3S